# 1
Formula: C2H3N
Source: the Open Molecules 2025 dataset
Level of theory: ωB97M-V/def2-TZVPD

Atoms and positions in Å:
C -2.916 -0.008 0.020
C 0.171 -0.021 0.001
N -4.065 0.050 -0.025
H -0.130 -0.749 -0.642
H 0.759 -0.422 0.746
H -0.264 0.894 0.033

Values from the calculation:
Molecular weight, g mol⁻¹: 41.05
Max |F|, eV/A: 2.9
LUMO energy (spin up / spin down), eV: -1.4 / -3.9
HOMO-LUMO gap (spin up / spin down), eV: 10.867 / 6.135
DFT total energy, a.u.: -132.5418
HOMO energy (spin up / spin down), eV: -12.3 / -10.0
Multiplicity: 1



# 2
Formula: CH2INO
Source: the Open Molecules 2025 dataset
Level of theory: ωB97M-V/def2-TZVPD

Atoms and positions in Å:
C -0.483 -0.580 -0.004
N 0.216 0.563 -0.026
O -0.106 -1.712 -0.121
I 2.190 0.528 0.069
H -1.508 -0.293 -0.003
H -0.310 1.493 0.086

Values from the calculation:
Molecular weight, g mol⁻¹: 170.94
Max |F|, eV/A: 2.6
LUMO energy, eV: -0.2
HOMO-LUMO gap, eV: 9.286
DFT total energy, a.u.: -466.9683
HOMO energy, eV: -9.4
Multiplicity: 1



# 3
Formula: C35H31BrN7O2PtSe
Source: the Open Molecules 2025 dataset
Level of theory: ωB97M-V/def2-TZVPD

Atoms and positions in Å:
Pt 0.338 -0.787 0.833
O -2.371 -3.964 2.797
C -1.398 -4.885 3.004
C -1.807 -6.159 3.391
C -0.877 -7.152 3.622
C 0.479 -6.892 3.464
C 0.883 -5.625 3.087
C -0.034 -4.603 2.852
C 0.459 -3.199 2.564
O -0.478 -2.476 1.866
N 1.796 -3.228 1.830
N 1.845 -2.419 0.706
C 1.120 -2.843 -0.287
C 0.964 -2.066 -1.516
Br 1.920 -0.412 -1.625
C 0.082 -2.437 -2.459
C -0.332 -1.749 -3.681
C 0.553 -1.078 -4.526
C 0.077 -0.423 -5.649
C -1.280 -0.423 -5.940
C -2.165 -1.105 -5.116
C -1.692 -1.776 -4.002
H -1.931 -3.171 2.430
H -2.867 -6.341 3.505
H -1.211 -8.136 3.924
H 1.212 -7.668 3.632
H 1.937 -5.420 2.955
H 0.698 -2.700 3.523
H 2.524 -2.904 2.453
H 0.614 -3.806 -0.241
H -0.467 -3.344 -2.222
H 1.615 -1.105 -4.330
H 0.773 0.079 -6.309
H -1.644 0.084 -6.823
H -3.220 -1.128 -5.351
H -2.379 -2.325 -3.369
C -3.585 1.053 1.340
C -2.347 0.494 1.583
N -1.471 0.285 0.595
C -1.803 0.618 -0.654
C -3.020 1.203 -0.986
C -3.929 1.407 0.044
C -3.328 1.494 -2.396
C -2.495 1.994 -3.312
C -1.148 2.544 -3.094
C -0.243 2.642 -4.147
C 1.006 3.166 -3.861
N 1.335 3.598 -2.644
C 0.381 3.499 -1.729
N -0.828 2.991 -1.875
H -4.279 1.186 2.157
H -2.028 0.186 2.571
H -1.088 0.367 -1.425
H -4.901 1.833 -0.166
H -4.326 1.223 -2.725
H -2.840 2.030 -4.339
H -0.498 2.305 -5.141
H 1.765 3.251 -4.630
H 0.611 3.892 -0.745
C 1.103 3.050 4.639
N 1.666 2.886 3.312
C 1.631 1.774 2.567
Se 0.971 0.106 3.072
N 2.256 2.026 1.404
C 2.729 3.333 1.393
C 3.446 4.060 0.453
C 3.762 5.363 0.796
C 3.382 5.915 2.025
C 2.671 5.187 2.961
C 2.350 3.882 2.615
H 0.466 2.197 4.856
H 0.511 3.963 4.663
H 1.900 3.109 5.379
H 2.376 1.318 0.694
H 3.740 3.636 -0.498
H 4.321 5.970 0.098
H 3.658 6.936 2.249
H 2.386 5.614 3.912

Values from the calculation:
Molecular weight, g mol⁻¹: 935.62
Max |F|, eV/A: 0.6
LUMO energy (spin up / spin down), eV: -2.9 / -4.3
<S²>: 2.0303
HOMO-LUMO gap (spin up / spin down), eV: 6.918 / 5.504
DFT total energy, a.u.: -6980.5931
HOMO energy (spin up / spin down), eV: -9.8 / -9.8
Multiplicity: 3
Total charge: +1



Going through the records in order, we get relative energy (zero: lowest compared OMol25 entry of this formula, charge and spin) values of 550.99, 118.90, 95.75 kJ/mol.